This record from OMol25 describes a 4-piece molecular cluster, C23H54N4O7 overall. The level of theory is ωB97M-V/def2-TZVPD.

Output
- Kohn-Sham gap (eV) = 9.1
- E (hartree) = -1654.26545
- SMILES = C[C@H]1CCNC1=O.COCCNCCOC.COCCNCCOC.COCCNCCOC
- energy relative to the best compared isomer or geometry (same formula, charge and spin) (eV) = 1.524
- HOMO (eV) = -8.47

Last column: Löwdin charge in e.
Element x y z (Å)
C (8.4991, 3.7265, -2.1871)  -0.036
C (7.0266, 3.7785, -1.8609)  -0.307
C (6.2237, 5.0411, -2.1694)  -0.120
C (4.8289, 4.5865, -1.6307)  -0.193
N (4.7644, 3.1407, -1.9239)  0.033
C (6.0650, 2.7926, -2.4920)  -0.469
O (6.2643, 1.9936, -3.2978)  0.183
H (8.7043, 3.2696, -3.1418)  0.079
H (8.9865, 3.1341, -1.4282)  0.075
H (8.9140, 4.7199, -2.1002)  0.075
H (6.8653, 3.6340, -0.7911)  0.143
H (6.6022, 5.9507, -1.7543)  0.112
H (6.0545, 5.0624, -3.2401)  0.122
H (3.9942, 5.1066, -2.0557)  0.100
H (4.8874, 4.7685, -0.5651)  0.113
H (4.7906, 2.6367, -1.0437)  0.123
C (-3.4827, 1.6632, -2.9239)  -0.110
O (-2.4722, 0.8172, -2.4084)  -0.211
C (-1.5710, 0.3259, -3.3967)  -0.210
C (-0.1875, 0.9065, -3.1970)  -0.211
N (-0.1594, 2.3308, -3.5008)  -0.048
C (1.0804, 2.9972, -3.1032)  -0.191
C (1.4163, 3.0472, -1.6163)  -0.219
O (0.5308, 3.8472, -0.8444)  -0.175
C (-0.6328, 3.1904, -0.3754)  -0.102
H (-4.1850, 1.8693, -2.1166)  0.075
H (-3.0727, 2.6159, -3.2750)  0.083
H (-4.0238, 1.1792, -3.7423)  0.090
H (-1.9441, 0.5216, -4.4059)  0.122
H (-1.5102, -0.7592, -3.2695)  0.121
H (0.5168, 0.3860, -3.8519)  0.127
H (0.1031, 0.7057, -2.1568)  0.095
H (-0.9311, 2.7815, -3.0266)  0.069
H (1.0155, 4.0276, -3.4632)  0.119
H (1.9154, 2.5293, -3.6326)  0.119
H (2.3908, 3.5177, -1.5306)  0.077
H (1.5195, 2.0487, -1.1745)  0.113
H (-0.4537, 2.1300, -0.1783)  0.079
H (-1.4635, 3.2986, -1.0792)  0.072
H (-0.9317, 3.6692, 0.5580)  0.089
C (-6.2725, -3.4899, 3.3111)  -0.116
O (-5.4490, -3.6228, 2.1680)  -0.197
C (-6.1124, -3.3501, 0.9383)  -0.217
C (-5.5753, -2.0855, 0.3010)  -0.214
N (-5.9613, -0.9036, 1.0631)  -0.048
C (-5.2917, 0.3258, 0.6431)  -0.194
C (-3.7784, 0.4075, 0.8183)  -0.226
O (-3.3471, 0.4306, 2.1687)  -0.174
C (-3.1579, -0.8414, 2.7567)  -0.109
H (-5.7042, -3.8447, 4.1695)  0.087
H (-6.5532, -2.4463, 3.4893)  0.080
H (-7.1783, -4.0960, 3.2174)  0.087
H (-7.1959, -3.2911, 1.0754)  0.122
H (-5.9073, -4.1908, 0.2690)  0.121
H (-5.9739, -1.9999, -0.7140)  0.124
H (-4.4845, -2.1913, 0.2312)  0.107
H (-5.7551, -1.0619, 2.0408)  0.070
H (-5.7357, 1.1422, 1.2188)  0.120
H (-5.5345, 0.5118, -0.4080)  0.110
H (-3.4543, 1.3617, 0.3928)  0.113
H (-3.2469, -0.3682, 0.2558)  0.107
H (-2.8348, -1.5829, 2.0206)  0.085
H (-4.0597, -1.1891, 3.2680)  0.075
H (-2.3770, -0.7397, 3.5125)  0.081
C (3.1476, -4.9995, 3.5084)  -0.116
O (1.8454, -5.1447, 2.9743)  -0.195
C (0.8254, -4.5291, 3.7526)  -0.216
C (0.2234, -3.3473, 3.0214)  -0.214
N (1.1712, -2.2425, 2.9289)  -0.045
C (0.7453, -1.1598, 2.0442)  -0.190
C (0.5909, -1.4710, 0.5572)  -0.225
O (1.8068, -1.7626, -0.1074)  -0.179
C (2.2208, -3.1167, -0.0574)  -0.097
H (3.8195, -5.6122, 2.9094)  0.088
H (3.4917, -3.9607, 3.4606)  0.079
H (3.1898, -5.3461, 4.5451)  0.087
H (1.2002, -4.2321, 4.7363)  0.122
H (0.0425, -5.2774, 3.9070)  0.122
H (-0.6658, -3.0091, 3.5617)  0.118
H (-0.0934, -3.7012, 2.0312)  0.108
H (2.0580, -2.5983, 2.5965)  0.070
H (1.4855, -0.3615, 2.1404)  0.120
H (-0.2013, -0.7572, 2.4174)  0.102
H (0.2053, -0.5643, 0.0798)  0.105
H (-0.1515, -2.2552, 0.3662)  0.111
H (1.3719, -3.8039, -0.0291)  0.090
H (2.8735, -3.3024, 0.7998)  0.072
H (2.8003, -3.3188, -0.9588)  0.088



This record from OMol25 describes a 2-piece molecular cluster, C9H14 overall. The level of theory is ωB97M-V/def2-TZVPD.

Output
- Kohn-Sham gap (eV) = 10.1
- E (hartree) = -351.30680
- SMILES = Cc1ccccc1.CC
- energy relative to the best compared isomer or geometry (same formula, charge and spin) (eV) = 0.637
- HOMO (eV) = -9.04

Last column: Löwdin charge in e.
Element x y z (Å)
C (-2.2911, -0.2755, 2.5907)  -0.052
C (-1.7793, 0.1148, 1.2290)  -0.289
C (-1.0876, 1.3021, 1.0770)  -0.054
C (-0.7002, 1.7075, -0.2037)  -0.105
C (-1.0303, 0.9762, -1.3349)  -0.106
C (-1.6383, -0.2600, -1.1613)  -0.091
C (-2.0018, -0.6957, 0.1133)  -0.055
H (-1.4523, -0.6445, 3.1951)  0.083
H (-2.8751, -1.1903, 2.4976)  0.071
H (-2.7431, 0.5777, 3.0829)  0.079
H (-0.9229, 2.1179, 1.7652)  0.110
H (-0.2566, 2.6869, -0.3405)  0.101
H (-0.8147, 1.3893, -2.3079)  0.098
H (-1.7557, -1.0320, -1.9142)  0.101
H (-2.4089, -1.6815, 0.2942)  0.106
C (2.4763, -0.3578, -0.5717)  -0.169
C (3.4878, -0.9267, -1.5830)  -0.163
H (2.1817, 0.6713, -0.7838)  0.052
H (1.4984, -0.8455, -0.6512)  0.051
H (2.8167, -0.5156, 0.4473)  0.059
H (4.1868, -1.5601, -1.0375)  0.057
H (4.1416, -0.1543, -1.9946)  0.057
H (2.9685, -1.4041, -2.4081)  0.058



This record from OMol25 describes a 5-piece molecular cluster, C32H57N3O24PS5 overall. The level of theory is ωB97M-V/def2-TZVPD.

Output
- net charge = +1
- Kohn-Sham gap (eV) = 6.6
- E (hartree) = -5555.48999
- HOMO (eV) = -10.81

Last column: Löwdin charge in e.
Element x y z (Å)
C (-2.7164, 2.4318, -2.9473)  0.095
C (-2.0641, 1.3339, -3.2357)  -0.113
N (-1.5753, 0.3595, -2.2673)  0.005
C (-0.2146, 0.6014, -1.7312)  -0.149
O (0.0543, 1.8750, -1.1996)  -0.023
C (1.4404, 2.0710, -1.0919)  -0.183
C (2.2343, 0.9973, -0.7859)  -0.004
C (3.5952, 1.0933, -0.7036)  -0.272
C (4.4330, -0.0916, -0.3351)  -0.025
C (4.1843, 2.2955, -0.9668)  -0.027
C (3.4002, 3.3729, -1.2613)  -0.021
C (2.0347, 3.3156, -1.3126)  -0.114
C (1.2720, 4.5901, -1.5999)  -0.350
C (2.1032, 5.8502, -1.3428)  -0.074
C (0.0204, 4.7298, -0.7585)  -0.052
C (-2.5310, 0.0333, -1.3429)  -0.298
N (-3.3878, -0.8959, -1.6555)  0.198
C (-3.4175, -1.6218, -2.9103)  -0.117
O (-4.3196, -1.0189, -3.8028)  0.043
C (-5.6115, -1.3437, -3.5455)  -0.511
C (-6.5774, -0.8269, -4.5413)  0.048
O (-5.9221, -1.9604, -2.5563)  0.110
N (-2.6348, 0.6305, -0.0598)  -0.035
C (-2.3429, -0.4627, 0.9890)  -0.233
O (-1.7963, 0.0702, 2.1165)  -0.070
C (-0.3946, -0.1785, 2.2382)  -0.124
C (-0.1960, -1.6181, 2.6971)  -0.193
O (1.1012, -2.0981, 2.5285)  -0.112
C (1.9214, -2.0773, 3.6802)  -0.168
C (2.7239, -3.3857, 3.8468)  -0.205
O (2.8689, -4.1441, 2.6966)  -0.112
C (3.7040, -3.5361, 1.7246)  -0.274
C (4.5463, -4.5481, 1.0136)  -0.053
P (-4.1758, 1.3621, 0.2564)  0.142
O (-4.9339, 0.3960, 1.2638)  -0.169
O (-5.0634, 1.4078, -1.0790)  -0.178
S (-4.0050, 3.1328, 0.9449)  0.432
H (-3.0691, 3.0408, -3.7559)  0.082
H (-2.9270, 2.7863, -1.9614)  0.043
H (-1.9040, 1.0722, -4.2644)  0.118
H (0.4562, 0.4596, -2.5706)  0.156
H (-0.0231, -0.1609, -0.9861)  0.112
H (1.8221, 0.0231, -0.5875)  0.110
H (3.9897, -0.5436, 0.5411)  0.066
H (4.5154, -0.8054, -1.1414)  0.089
H (5.4092, 0.2473, -0.0231)  0.081
H (5.2510, 2.3834, -0.9102)  0.119
H (3.9123, 4.2915, -1.4528)  0.104
H (1.0436, 4.6039, -2.6647)  0.144
H (2.4485, 5.8211, -0.3139)  0.096
H (1.4694, 6.7135, -1.4624)  0.079
H (2.9841, 5.9120, -1.9647)  0.069
H (-0.7496, 4.1420, -1.1822)  0.042
H (0.2132, 4.3076, 0.2216)  0.098
H (-0.2850, 5.7543, -0.6876)  0.076
H (-4.0973, -1.1748, -0.9917)  0.156
H (-3.6635, -2.6492, -2.6991)  0.150
H (-2.4549, -1.6224, -3.3878)  0.147
H (-6.7037, -1.5176, -5.3613)  0.110
H (-7.5191, -0.7105, -4.0334)  0.101
H (-6.2607, 0.1342, -4.9180)  0.083
H (-1.6779, -1.1791, 0.5169)  0.125
H (-3.2434, -1.0101, 1.2467)  0.126
H (0.1349, 0.0237, 1.3128)  0.114
H (-0.0388, 0.5066, 2.9911)  0.139
H (-0.5698, -1.7026, 3.7143)  0.134
H (-0.8372, -2.2566, 2.0917)  0.122
H (2.6193, -1.2492, 3.5721)  0.121
H (1.3852, -1.8921, 4.6073)  0.120
H (2.2005, -3.9937, 4.5755)  0.108
H (3.6763, -3.1265, 4.3086)  0.127
H (4.3654, -2.8227, 2.2117)  0.119
H (3.1057, -2.9672, 1.0192)  0.106
H (4.0166, -5.0949, 0.2463)  0.078
H (5.3270, -3.9957, 0.5020)  0.075
H (5.0491, -5.2229, 1.6897)  0.066
H (-5.8669, 0.6451, 1.2932)  0.105
H (-5.4874, 0.5462, -1.2242)  0.072
C (-5.2711, 6.3419, 0.6913)  -0.213
C (-6.1168, 7.5944, 0.5948)  -0.157
O (-5.1670, 8.6687, 0.6411)  -0.181
S (-3.8065, 8.2157, -0.0639)  0.589
O (-3.7924, 8.6742, -1.4036)  -0.215
O (-2.7325, 8.4702, 0.8203)  -0.211
O (-4.1074, 6.6417, -0.0854)  -0.213
H (-4.9597, 6.1457, 1.7192)  0.126
H (-5.7703, 5.4648, 0.2917)  0.102
H (-6.8272, 7.6862, 1.4106)  0.137
H (-6.6471, 7.6476, -0.3583)  0.135
C (-5.4335, 2.7198, -9.0911)  -0.156
C (-5.1228, 3.0158, -7.6402)  -0.170
O (-6.3958, 3.3302, -7.0616)  -0.191
S (-7.5442, 2.4751, -7.7861)  0.597
O (-7.8329, 1.3274, -7.0033)  -0.230
O (-8.5626, 3.3575, -8.2046)  -0.196
O (-6.6812, 2.0145, -9.0507)  -0.182
H (-5.5734, 3.6362, -9.6663)  0.138
H (-4.6728, 2.1069, -9.5656)  0.137
H (-4.4387, 3.8503, -7.5181)  0.136
H (-4.7210, 2.1355, -7.1312)  0.125
C (9.2435, -7.0333, 3.2096)  -0.151
C (7.7480, -7.1750, 3.0309)  -0.156
O (7.2832, -5.8257, 2.8853)  -0.206
S (8.3958, -4.9470, 2.1441)  0.583
O (8.0754, -4.8673, 0.7656)  -0.223
O (8.6359, -3.7904, 2.9226)  -0.213
O (9.6119, -5.9675, 2.3195)  -0.183
H (9.4984, -6.7346, 4.2276)  0.137
H (9.7833, -7.9393, 2.9509)  0.136
H (7.2651, -7.6488, 3.8802)  0.134
H (7.5039, -7.7229, 2.1183)  0.135
C (2.8230, -5.5290, 7.4369)  -0.167
C (3.7663, -4.7006, 8.2808)  -0.161
O (4.8884, -5.5628, 8.4982)  -0.181
S (5.1014, -6.5084, 7.2235)  0.594
O (6.0947, -5.9454, 6.3857)  -0.218
O (5.1740, -7.8476, 7.6699)  -0.208
O (3.6720, -6.2542, 6.5394)  -0.189
H (2.2716, -6.2501, 8.0431)  0.136
H (2.1235, -4.9146, 6.8769)  0.120
H (3.3309, -4.3998, 9.2289)  0.137
H (4.1126, -3.8151, 7.7426)  0.133



This record from OMol25 describes one molecule with the formula C4H9NO. The level of theory is ωB97M-V/def2-TZVPD.

Output
- Kohn-Sham gap (eV) = 8.3
- E (hartree) = -287.72276
- SMILES = CC(C)=C(N)O
- energy relative to the best compared isomer or geometry (same formula, charge and spin) (eV) = 2.985
- HOMO (eV) = -7.52

Last column: Löwdin charge in e.
Element x y z (Å)
C (-0.8479, -1.0392, 1.0013)  -0.100
C (-0.3443, -0.2939, -0.2352)  -0.382
C (-1.1316, 0.9670, -0.5248)  -0.108
C (1.0898, -0.2234, -0.3275)  -0.508
N (1.9046, 0.8231, -0.1862)  0.207
O (1.5586, -1.3713, -0.7103)  0.017
H (-0.8959, -0.3874, 1.8909)  0.073
H (-0.2164, -1.8984, 1.2539)  0.075
H (-1.8628, -1.4165, 0.8289)  0.073
H (-0.7272, 1.5204, -1.3809)  0.071
H (-2.1715, 0.7176, -0.7655)  0.073
H (-1.1730, 1.6571, 0.3374)  0.071
H (1.5680, 1.6814, 0.2194)  0.118
H (2.8679, 0.7660, -0.4801)  0.120
H (0.3818, -1.5024, -0.9210)  0.201